# 1
Below is 3 unconnected molecules or ions with the total composition C3H9O4 at a distorted geometry, with properties calculated with ωB97M-V with the def2-TZVPD basis set.

Computed properties:
Net charge   +1
Multiplicity   1
Orbital gap   5.1 eV

CARTESIAN COORDINATES (ANGSTROEM)
C1 0.03599 3.47575 4.13294
C2 3.18635 4.71142 1.68187
C3 -2.26865 -6.65256 -4.67009
O1 1.23892 3.82703 3.59143
O2 3.08836 5.50848 0.89554
O3 -2.00248 -6.64715 -6.02902
O4 1.19094 3.89090 2.08792
H1 -0.42026 4.38380 4.70744
H2 0.41741 2.86958 5.00277
H3 -0.51671 2.88302 3.38032
H4 0.74947 4.62570 1.98708
H5 -1.13958 -7.11243 -6.28037
H6 3.70401 4.14311 2.47782
H7 -1.82622 -7.47025 -4.07341
H8 -3.36413 -6.77669 -4.66669
H9 -2.07343 -5.65971 -4.22556

Atoms 1-2, force components in eV/Å:
-1.24 0.07 2.77
-0.16 0.93 -0.37

---

# 2
Below is a molecular structure, C48H53AsN6O4PSeTl at a distorted geometry, with properties calculated with ωB97M-V with the def2-TZVPD basis set.

Computed properties:
Net charge   -2
Multiplicity   1
Orbital gap   4.3 eV

CARTESIAN COORDINATES (ANGSTROEM)
Tl1 -0.29735 1.71654 -1.06811
C1 0.07665 0.98184 -5.27931
O1 -1.10385 0.35204 -5.69591
C2 -1.67535 -0.52856 -4.73931
C3 -1.83885 -1.90326 -5.32591
C4 -3.32615 -3.18636 -3.67781
C5 -3.10085 -2.26156 -2.52831
C6 -2.58095 -1.02586 -2.45771
C7 -2.55315 -0.44176 -1.10961
N1 -2.17005 -1.16616 -0.13491
N2 -2.01055 -0.67736 1.10849
C8 -1.75885 0.56994 1.60959
O2 -2.01955 1.68324 1.16009
C9 -1.35475 0.17614 4.18529
C10 -0.71905 -0.89976 5.03419
C11 -0.76175 -0.78876 6.36419
C12 -1.37615 0.36574 6.98409
C13 -1.58395 1.46644 6.25049
C14 -1.05355 1.52944 4.85599
C15 -1.98135 -0.10256 -3.47681
O3 -1.73005 1.10764 -3.07841
H1 0.35935 1.67254 -6.07731
H2 0.88245 0.24504 -5.12361
H3 -0.08595 1.52864 -4.34481
H4 -1.80365 -1.74036 -6.41461
H5 -2.62305 -4.02406 -3.59171
H6 -3.44835 -2.67996 -1.58711
H7 -2.84565 0.60594 -1.01781
H8 -0.22725 -1.72326 4.54469
H9 -0.32215 -1.54426 7.00329
H10 -1.63745 0.31654 8.03439
H11 -2.01135 2.36014 6.68539
H12 -1.52415 2.32614 4.27499
O4 0.71675 -0.70116 -0.82991
C16 1.46145 -0.59946 0.16339
C17 1.92335 -1.37516 1.20569
C18 2.80695 -2.48646 1.09449
C19 3.48595 -2.93586 2.19579
C20 3.35295 -2.32896 3.45049
C21 2.52255 -1.22186 3.59229
C22 1.83145 -0.74716 2.50479
P1 0.82535 0.73424 2.26569
C23 1.13035 1.88674 3.59439
C24 0.48585 1.85224 4.95229
C25 0.71025 3.15714 5.67149
C26 1.50345 4.14784 5.21679
C27 2.18475 4.05834 3.98019
C28 1.93985 2.94244 3.20579
C29 -0.90695 0.03684 2.72669
C30 -1.16225 -1.36706 2.09649
C31 -1.84375 -2.47516 2.82459
C32 -2.93405 -2.36266 3.58719
C33 -3.54145 -1.10256 3.95599
C34 -2.86355 0.02384 4.18109
H13 2.91165 -2.97256 0.13139
H14 4.12585 -3.81006 2.10269
H15 3.90915 -2.70836 4.29819
H16 2.42275 -0.72166 4.54779
H17 0.89965 1.03124 5.57129
H18 0.20545 3.26004 6.62669
H19 1.61975 5.05444 5.80749
H20 2.86445 4.83924 3.66209
H21 2.42585 2.82944 2.23979
H22 -0.27985 -1.76976 1.59229
H23 -1.43755 -3.46106 2.63859
H24 -3.41285 -3.26316 3.96079
H25 -4.62435 -1.10166 4.05639
H26 -3.41755 0.92104 4.41919
C35 0.43575 5.00324 -2.90611
N3 0.38535 5.04934 -1.47351
C36 1.43745 4.81834 -0.62681
C37 0.94145 4.77914 0.62969
N4 -0.40685 4.99194 0.55419
C38 -1.31225 4.81424 1.65459
C39 -0.74115 5.17404 -0.73841
Se1 -2.32165 5.79244 -1.38331
H27 0.23045 5.99024 -3.32641
H28 -0.31925 4.30694 -3.27781
H29 1.42505 4.65924 -3.19731
H30 2.43195 4.66544 -0.98511
H31 1.41965 4.61534 1.57349
H32 -1.99465 5.66184 1.72909
H33 -0.72545 4.72144 2.56739
H34 -1.88785 3.89664 1.50709
N5 3.22205 0.68164 -2.94111
C40 3.54625 0.56264 -1.62031
C41 3.18335 1.74334 -1.03861
N6 2.63605 2.56974 -1.97661
C42 2.66465 1.90294 -3.10121
H35 3.25545 -0.05956 -3.62411
H36 3.98525 -0.32396 -1.21001
H37 3.27015 2.04074 -0.01161
H38 2.31455 2.27884 -4.04271
C43 -3.20225 -2.54516 -5.04761
C44 -0.64485 -2.81516 -4.96651
As1 0.16195 -2.47346 -3.15061
C45 2.08095 -2.56566 -3.78341
C46 2.57265 -3.79906 -4.52451
C47 0.08585 -4.30646 -2.32591
C48 -0.11035 -5.54496 -3.19271
H39 -3.39115 -3.30816 -5.81631
H40 -3.97345 -1.77766 -5.14791
H41 -4.32775 -3.63156 -3.58821
H42 0.14955 -2.59126 -5.68461
H43 -0.92165 -3.86146 -5.11171
H44 2.70515 -2.39986 -2.89891
H45 2.19735 -1.69096 -4.43601
H46 2.69675 -4.63676 -3.83881
H47 3.54195 -3.60976 -4.99601
H48 1.87595 -4.08136 -5.31501
H49 -0.72175 -4.25246 -1.59081
H50 1.01085 -4.40356 -1.74891
H51 -1.10995 -5.56946 -3.62731
H52 0.00225 -6.45186 -2.59211
H53 0.61125 -5.59356 -4.00681

Atoms 1-2, force components in eV/Å:
0.16 0.17 -0.32
0.18 0.16 0.19

---

Quick rundown of HOMO level, same order as above: -0.41350; -0.01124 hartree
Quick rundown of relative energy (zero: lowest compared OMol25 entry of this formula, charge and spin), same order as above: 27.54; 76.34 kJ/mol